Here is 2 unconnected molecules or ions with the total composition C4H7NO2 in a non-equilibrium geometry from the OMol25 dataset. Energies are from ωB97M-V/def2-TZVPD.

The geometry in XYZ format:
```
14
Properties=species:S:1:pos:R:3:forces:R:3
C 2.2202 0.5107 0.0301 2.69 -0.35 0.02
C 0.3103 -1.1947 -1.2479 3.06 1.92 -0.87
C 0.0422 0.3119 1.3244 -0.40 -2.30 -0.64
C 0.8773 0.8143 0.1786 -2.91 -0.79 -0.59
N 3.3352 0.1357 0.0328 -1.96 0.81 -0.13
O -1.0006 2.0324 -0.4517 -4.11 -0.16 -1.85
O 0.3365 1.9506 -0.4704 4.42 -0.50 -0.50
H 1.2822 -1.4323 -1.6303 0.24 0.12 -0.34
H -0.0496 -1.8440 -0.5880 -1.67 -2.40 2.72
H -0.2972 -0.5377 -1.7461 -1.43 1.22 -1.29
H -0.1250 1.1331 1.9955 -0.31 0.29 0.57
H 0.5465 -0.5797 1.8744 -0.85 1.66 -1.07
H -0.9558 -0.0476 0.8469 1.60 0.68 1.32
H -1.3523 2.0497 -1.4417 1.62 -0.20 2.64
```
Forces are in eV/Å.

Properties
- Energy: -9839.2031 eV
- Frontier orbital gap (spin up / spin down): 8.360 / 8.253 eV
- Energy above the lowest of the compared OMol25 structures with the same formula, charge and spin: 186.2 kcal per mole
- Spin multiplicity: 1

These are the Löwdin partial charges, in e, on atoms 1 to 8: number 1, C, carries -0.22; number 2, C, carries 0.13; number 3, C, carries -0.06; number 4, C, carries -0.32; number 5, N, carries 0.16; number 6, O, carries -0.05; number 7, O, carries -0.11; number 8, H, carries 0.02

---

Here is a gas-phase ion, C5H8IN2O4P2 (charge -1) in a non-equilibrium geometry from the OMol25 dataset. Energies are from ωB97M-V/def2-TZVPD.

The geometry in XYZ format:
```
22
Properties=species:S:1:pos:R:3:forces:R:3
C 3.3383 -0.6100 -1.5372 -3.19 0.80 -0.59
C 2.4243 -0.6613 -0.5297 -0.05 0.75 -0.80
C 1.5138 0.1287 -2.3277 -1.22 1.23 -0.70
C -0.0597 -0.1520 -0.4801 -1.14 -0.62 1.38
C -0.2277 0.7220 0.7484 -0.19 -2.97 0.57
N 2.7292 -0.0995 -2.6575 1.67 -0.47 -0.88
N 1.2227 -0.1666 -1.0524 2.32 -0.52 0.31
O -4.0434 -0.9747 2.6432 -0.72 -0.36 -0.30
O -2.7487 0.0770 -0.0327 -0.22 -3.25 -0.48
O 0.2304 1.9682 0.6232 3.20 1.30 0.82
O -2.5810 2.0569 1.3736 0.27 1.71 0.26
P -2.0142 0.7081 1.2852 -0.76 -1.63 -0.21
P -2.7179 -0.5081 3.1174 0.15 1.11 0.42
I -1.0458 -2.3612 2.6689 0.70 -0.82 -0.29
H 4.3032 -0.9163 -1.6037 2.66 -0.70 0.28
H 2.7083 -0.6085 0.4743 -0.42 -0.69 1.59
H 0.8597 0.7056 -2.9765 -0.37 -0.56 0.22
H -0.3605 -1.1373 -0.0875 0.23 -0.05 -0.61
H -0.7491 0.1401 -1.2105 -0.94 0.33 -1.34
H -2.8064 -0.9568 -0.1069 0.17 2.91 0.62
H -0.3544 2.5690 0.2277 -1.77 1.05 -0.68
H 0.3790 0.0764 1.4403 -0.36 1.43 0.42
```
Forces are in eV/Å.

Properties
- Net charge: -1
- Energy: -43166.9213 eV
- Frontier orbital gap: 7.290 eV
- Energy above the lowest of the compared OMol25 structures with the same formula, charge and spin: 0.0 kcal per mole
- Spin multiplicity: 1
- SMILES: O=P(I)=[P@]([O-])(O)[C@H](O)Cn1ccnc1

These are the Löwdin partial charges, in e, on atoms 1 to 8: number 1, C, carries -0.14; number 2, C, carries -0.05; number 3, C, carries -0.22; number 4, C, carries -0.20; number 5, C, carries -0.52; number 6, N, carries 0.04; number 7, N, carries -0.06; number 8, O, carries -0.67